Entry from the Open Molecules 2025 dataset: C29H59GaI2NO18 as an isolated structure in a non-equilibrium geometry (wB97M-V/def2-TZVPD).

```
110
C29H59GaI2NO18 | the Open Molecules 2025 dataset | wB97M-V/def2-TZVPD
C 3.5717 3.3525 2.0311
N 3.2537 4.8159 1.7894
C 2.1408 4.9788 0.7390
Ga 0.3928 5.2974 1.8002
C -1.1911 4.0762 1.2493
I -1.0651 2.3298 -0.0758
C -2.5302 4.4118 1.8254
C -3.9250 3.5862 1.5777
I -2.6952 6.1801 3.1773
H 4.7249 3.1291 1.8710
H 3.3707 3.1150 3.1830
H 2.9964 2.6043 1.3330
H 4.0981 5.2436 1.3055
H 2.1010 4.0830 -0.0238
H 2.4444 5.9547 0.1225
H -0.1026 6.8245 1.5471
H 0.6743 5.1977 3.4010
H -3.9900 2.9966 0.5714
H -4.1296 2.9248 2.5388
H -4.7960 4.4026 1.5678
C -1.1944 2.4501 -4.2821
C -2.1732 1.5554 -3.5409
O -3.4164 1.4590 -4.2461
C -3.4144 0.6449 -5.3296
O -2.4659 -0.0016 -5.7424
O -4.6451 0.6939 -5.8975
C -4.7490 -0.0425 -7.1129
H -1.6431 3.4275 -4.4848
H -0.2814 2.5924 -3.6970
H -0.9174 2.0220 -5.2497
H -2.3977 1.9977 -2.5644
H -1.7541 0.5604 -3.3562
H -4.4238 -1.0794 -6.9806
H -4.1644 0.4493 -7.8974
H -5.7995 -0.0488 -7.4181
C -10.4415 -3.0828 -8.3384
C -9.5113 -3.7078 -9.3641
O -9.3368 -2.8437 -10.4932
C -8.5033 -1.7920 -10.3035
O -7.8995 -1.5281 -9.2771
O -8.4773 -1.0617 -11.4462
C -7.7135 0.1370 -11.3471
H -11.3902 -2.7960 -8.8027
H -10.6423 -3.7821 -7.5219
H -10.0100 -2.1730 -7.9114
H -9.9598 -4.6332 -9.7411
H -8.5432 -3.9732 -8.9258
H -6.6977 -0.0650 -10.9925
H -8.2200 0.8477 -10.6858
H -7.6466 0.5812 -12.3446
C 4.0078 4.4182 7.1204
C 4.6966 3.7254 5.9570
O 6.0762 3.4763 6.2513
C 6.3195 2.4335 7.0822
O 5.4819 1.7032 7.5850
O 7.6586 2.3575 7.2842
C 8.0438 1.3605 8.2266
H 4.5506 5.3251 7.4049
H 2.9807 4.6864 6.8575
H 3.9780 3.7762 8.0053
H 4.6744 4.3830 5.0813
H 4.1862 2.7976 5.6771
H 7.6353 0.3804 7.9603
H 7.7222 1.6538 9.2313
H 9.1355 1.2903 8.2204
C 2.9177 -0.2955 6.4165
C 2.2503 -0.4873 5.0653
O 0.8469 -0.7318 5.2156
C 0.0883 0.3567 5.4925
O 0.4905 1.5015 5.6168
O -1.1975 -0.0499 5.6378
C -2.0891 0.9883 6.0346
H 2.7037 -1.1425 7.0758
H 4.0010 -0.1987 6.3023
H 2.5454 0.6006 6.9211
H 2.6740 -1.3709 4.5760
H 2.4263 0.3655 4.4008
H -2.0277 1.8473 5.3588
H -1.8739 1.2903 7.0649
H -3.1088 0.5940 5.9965
C 6.5177 -6.0705 8.8727
C 5.8503 -6.2623 7.5216
O 4.4469 -6.5068 7.6719
C 3.6883 -5.4183 7.9488
O 4.0905 -4.2735 8.0731
O 2.4025 -5.8249 8.0940
C 1.5109 -4.7867 8.4909
H 6.3037 -6.9175 9.5320
H 7.6010 -5.9737 8.7586
H 6.1454 -5.1744 9.3774
H 6.2740 -7.1459 7.0323
H 6.0263 -5.4095 6.8571
H 1.5723 -3.9277 7.8151
H 1.7261 -4.4847 9.5212
H 0.4912 -5.1810 8.4527
C -0.2370 -2.8438 -6.2584
C -0.6522 -1.7848 -7.2653
O 0.4700 -1.3429 -8.0383
C 0.8764 -2.1871 -9.0176
O 0.3753 -3.2646 -9.2928
O 1.9595 -1.6407 -9.6243
C 2.5517 -2.4799 -10.6118
H 0.5889 -2.4826 -5.6376
H -1.0768 -3.1125 -5.6114
H 0.1149 -3.7514 -6.7570
H -1.0320 -0.9077 -6.7304
H -1.4574 -2.1387 -7.9181
H 1.8150 -2.8056 -11.3530
H 3.0252 -3.3427 -10.1318
H 3.3258 -1.9042 -11.1276
```

Results
Lowest unoccupied orbital energy, eV: 1.7
HOMO-LUMO gap, eV: 6.2922
Total charge: -1
E, eV: -137950.2471

---

Entry from the Open Molecules 2025 dataset: a 8-piece molecular cluster, C29H59O22 overall in a non-equilibrium geometry (wB97M-V/def2-TZVPD).

```
110
C29H59O22 | the Open Molecules 2025 dataset | wB97M-V/def2-TZVPD
C 10.1006 -1.3047 -7.0563
O 9.1244 -0.4241 -6.5408
H 9.7687 -2.1672 -7.6341
H 10.6065 -0.6875 -7.7988
H 10.9518 -1.5554 -6.4233
C 15.6870 -0.9700 -7.2483
C 16.2288 -1.3820 -8.6197
O 15.1593 -1.4746 -9.6334
C 14.4357 -2.6246 -9.6380
O 14.7929 -3.7210 -9.2924
O 13.2574 -2.3420 -10.1978
C 12.0743 -3.2290 -10.0052
H 16.5161 -1.1079 -6.5542
H 14.8376 -1.5745 -6.9301
H 15.3562 0.0576 -7.0976
H 16.7866 -2.3039 -8.4555
H 16.9691 -0.7263 -9.0782
H 12.1420 -4.0804 -9.3279
H 11.7416 -3.5731 -10.9845
H 11.1409 -2.7693 -9.6804
C 13.3092 -6.3023 -2.2722
C 12.4773 -7.1732 -3.1070
O 11.7306 -6.4898 -4.0979
C 12.3263 -5.9995 -5.1713
O 13.4644 -6.2762 -5.5621
O 11.4710 -5.2766 -5.7981
C 11.8327 -4.5856 -6.9855
H 14.1647 -5.7787 -2.6989
H 13.6070 -6.7732 -1.3354
H 12.7196 -5.4421 -1.9553
H 11.7170 -7.5267 -2.4105
H 13.0237 -8.0346 -3.4909
H 11.9268 -5.4122 -7.6897
H 12.6584 -3.8769 -6.9202
H 10.9244 -4.0237 -7.2029
C 9.5859 -0.4215 1.2502
C 10.4090 -1.6395 0.8708
O 10.7978 -1.5487 -0.5152
C 10.7311 -2.5397 -1.4095
O 10.5257 -3.7458 -1.2544
O 11.0804 -1.9996 -2.6215
C 11.0346 -2.6699 -3.8694
H 8.5448 -0.5268 0.9451
H 10.0105 0.5454 0.9802
H 9.7150 -0.4611 2.3318
H 10.0521 -2.6262 1.1661
H 11.2894 -1.5233 1.5028
H 11.6063 -1.9924 -4.5036
H 10.0484 -2.9353 -4.2503
H 11.5554 -3.6184 -3.7377
C 6.5252 -3.9909 -7.7757
C 6.6368 -2.5046 -7.4972
O 5.2678 -2.1363 -7.3422
C 4.9889 -0.9070 -6.8542
O 5.7859 0.0235 -6.6788
O 3.7761 -0.7934 -6.4121
C 2.9074 -1.8443 -6.2946
H 5.8642 -4.0991 -8.6356
H 6.0930 -4.4428 -6.8829
H 7.5347 -4.3215 -8.0199
H 7.1097 -1.9369 -8.2985
H 7.2170 -2.2856 -6.6008
H 3.2293 -2.5804 -5.5579
H 2.5538 -2.4096 -7.1568
H 2.0362 -1.3205 -5.9011
C 12.5299 1.3844 -5.0364
C 11.3428 0.9890 -4.2113
O 10.9108 2.1895 -3.6089
C 9.8600 2.8739 -4.0221
O 9.1760 2.6591 -4.9904
O 9.5018 3.6931 -3.0001
C 8.3265 4.4311 -2.9012
H 13.4634 1.0816 -4.5620
H 12.6673 2.4335 -5.2982
H 12.5117 0.8737 -5.9992
H 11.3977 0.1807 -3.4821
H 10.4966 0.6628 -4.8159
H 8.2836 4.9727 -3.8461
H 8.4987 5.1901 -2.1381
H 7.4227 3.8978 -2.6065
C 7.9077 -0.1972 -3.4328
C 7.2692 -1.6085 -3.3369
O 5.8386 -1.4706 -3.0273
C 5.1190 -2.5311 -2.8114
O 5.4893 -3.6606 -3.3012
O 3.9862 -2.2126 -2.2658
C 3.0565 -3.2339 -1.9765
H 8.9371 -0.3512 -3.7565
H 8.0661 0.1622 -2.4160
H 7.4360 0.5354 -4.0877
H 7.7063 -2.1846 -2.5214
H 7.5923 -2.2607 -4.1483
H 3.3567 -3.9963 -1.2577
H 2.7105 -3.6583 -2.9189
H 2.1532 -2.7065 -1.6701
C 10.6956 2.9413 -14.1961
C 11.3189 2.6889 -12.8636
O 10.3506 2.2935 -11.8778
C 10.7471 1.8364 -10.6266
O 9.8989 1.3186 -9.8780
O 12.1045 1.9665 -10.5091
C 12.8813 1.6778 -9.3092
H 10.2476 2.1601 -14.8102
H 11.3694 3.4425 -14.8910
H 9.8061 3.5235 -13.9549
H 11.7315 3.6389 -12.5242
H 12.0476 1.9113 -13.0925
H 12.8789 2.5425 -8.6456
H 13.9065 1.4181 -9.5732
H 12.4913 0.8223 -8.7578
```

Results
Lowest unoccupied orbital energy (spin up / spin down), eV: 0.5 / -1.2
<S²>: 0.754
HOMO-LUMO gap (spin up / spin down), eV: 10.5249 / 8.7996
2S+1: 2
E, eV: -76068.3922